1.
This record from OMol25 describes C35H41AuN4O2PS2 as an isolated structure. The level of theory is wB97M-V/def2-TZVPD.

Last column: Löwdin charge in e.
Atoms and positions in Å:
Au (-0.7991, 0.3877, 0.6502)  0.54
C (4.2706, -2.7043, -0.0176)  -0.04
C (4.7102, -1.9995, -1.2475)  -0.21
C (6.0989, -1.8115, -1.4482)  -0.04
C (6.6327, -1.2697, -2.6434)  -0.08
C (5.7486, -0.9325, -3.6592)  -0.10
C (4.3547, -1.0424, -3.4605)  -0.01
C (3.8380, -1.5058, -2.2382)  -0.22
N (2.4199, -1.5571, -2.0908)  0.12
C (1.6314, -0.7422, -1.3616)  -0.35
N (2.2465, 0.4552, -0.9780)  0.14
C (1.9877, 1.3256, 0.0913)  -0.26
C (1.0229, 1.0920, 1.0463)  -0.35
C (1.1397, 1.7009, 2.2761)  -0.18
C (2.0780, 2.7195, 2.4502)  -0.14
C (2.9559, 3.0988, 1.4467)  -0.10
C (2.8720, 2.4434, 0.2190)  -0.24
C (3.7615, 2.8030, -0.9271)  -0.07
N (0.3687, -0.9983, -1.0909)  0.07
C (-0.3328, -2.1082, -1.4894)  -0.30
C (-0.2723, -3.3165, -0.7297)  -0.05
C (-1.2505, -4.2977, -0.8806)  -0.13
C (-2.2411, -4.1210, -1.8530)  -0.11
C (-2.2191, -2.9862, -2.6702)  -0.09
C (-1.2572, -2.0201, -2.5963)  -0.25
C (-1.1133, -0.9819, -3.6477)  -0.05
H (5.1036, -2.9183, 0.6517)  0.08
H (3.7012, -3.6236, -0.2940)  0.10
H (3.5173, -2.0965, 0.4850)  0.08
H (6.7663, -2.1774, -0.6856)  0.10
H (7.7120, -1.1767, -2.7482)  0.10
H (6.1282, -0.5607, -4.5814)  0.08
H (3.6569, -0.7333, -4.2646)  0.12
H (1.9357, -2.2884, -2.6179)  0.16
H (3.1313, 0.6298, -1.3992)  0.09
H (0.4983, 1.4777, 3.1510)  0.09
H (2.1301, 3.2549, 3.4260)  0.09
H (3.7156, 3.8507, 1.6411)  0.09
H (4.2781, 3.7186, -0.6368)  0.07
H (3.2556, 3.0245, -1.8713)  0.08
H (4.5594, 2.0863, -1.1433)  0.07
H (0.5655, -3.4274, -0.0149)  0.11
H (-1.2284, -5.2048, -0.2814)  0.09
H (-3.0160, -4.8872, -2.0196)  0.10
H (-3.0889, -2.8453, -3.3038)  0.11
H (-0.0403, -0.7442, -3.8764)  0.08
H (-1.6281, -0.0574, -3.3695)  0.07
H (-1.6009, -1.3841, -4.5786)  0.09
C (-3.8025, 2.4875, -2.3199)  -0.17
C (-3.6771, 1.7589, -0.9584)  -0.42
P (-2.2856, 2.3377, 0.0986)  0.84
C (-3.1117, 3.0716, 1.5389)  -0.40
C (-3.8336, 4.4423, 1.4175)  -0.14
C (-1.0798, 3.4256, -0.7697)  -0.41
C (-1.3416, 4.8290, -1.3368)  -0.15
H (-4.1070, 3.5184, -2.2598)  0.04
H (-4.5415, 1.9333, -2.9201)  0.06
H (-2.8189, 2.4981, -2.8489)  0.06
H (-3.4248, 0.6415, -1.0662)  0.02
H (-4.5830, 1.8844, -0.3805)  0.07
H (-2.3383, 3.1178, 2.3042)  0.06
H (-3.7635, 2.2473, 1.9845)  0.09
H (-4.3739, 4.4833, 0.4654)  0.06
H (-3.1376, 5.2596, 1.3986)  0.05
H (-4.5228, 4.5772, 2.2399)  0.06
H (-0.6479, 2.7846, -1.5583)  0.07
H (-0.2272, 3.4728, -0.0733)  0.06
H (-0.5559, 5.0729, -2.0369)  0.05
H (-1.3693, 5.6159, -0.5956)  0.05
H (-2.2891, 4.8202, -1.9070)  0.05
O (-2.8918, 0.1898, 5.7929)  -0.30
S (-3.5690, -0.7892, 5.0344)  0.65
O (-4.9178, -1.1896, 5.3331)  -0.32
N (-3.6125, -0.2026, 3.3473)  -0.04
C (-3.0265, -1.0683, 2.5727)  -0.77
S (-2.7162, -1.0520, 0.8451)  0.55
C (-2.5019, -2.2793, 3.2833)  -0.22
C (-1.8209, -3.4144, 2.7247)  -0.04
C (-1.1889, -4.2716, 3.5589)  -0.10
C (-1.1713, -4.1006, 4.9512)  -0.10
C (-1.8585, -3.0494, 5.5456)  -0.05
C (-2.5992, -2.2146, 4.6678)  -0.24
H (-1.8497, -3.5729, 1.6703)  0.06
H (-0.6116, -5.1469, 3.1600)  0.12
H (-0.6571, -4.7829, 5.6232)  0.10
H (-1.8793, -2.8834, 6.6549)  0.13

Values from the calculation:
LUMO in eV: 2.29
Frontier orbital gap in eV: 5.02
Molecular weight in g mol⁻¹: 841.814
Net charge: -1
Relative energy (zero: lowest compared OMol25 entry of this formula, charge and spin) in kcal per mole: 0.0

***

2.
This record from OMol25 describes C61H67CuN2O7 as an isolated structure. The level of theory is wB97M-V/def2-TZVPD.

Last column: Löwdin charge in e.
Atoms and positions in Å:
Cu (-2.5459, 1.4527, -1.7965)  0.62
C (2.5300, 4.0187, -1.1518)  -0.08
C (1.3703, 4.1943, -0.1370)  -0.20
C (0.4849, 5.4474, -0.3587)  -0.17
C (-0.4203, 5.4997, -1.5801)  -0.13
N (-1.1780, 6.8231, -1.8629)  -0.22
C (-1.9475, 6.7901, -3.2319)  -0.08
C (-2.0462, 8.2654, -3.7224)  -0.14
C (-0.7682, 8.8548, -3.2430)  -0.15
C (-0.1464, 7.9079, -2.2110)  -0.11
C (-2.1886, 7.2914, -0.7290)  0.08
H (3.0324, 4.9598, -1.3753)  0.08
H (2.0852, 3.5914, -2.0505)  0.06
H (3.2258, 3.2278, -0.8719)  0.05
H (1.8375, 4.2187, 0.8475)  0.11
H (0.7583, 3.3037, -0.2795)  0.10
H (1.0252, 6.3912, -0.4334)  0.11
H (-0.2696, 5.4490, 0.4280)  0.11
H (-1.2366, 4.7824, -1.4957)  0.12
H (0.1248, 5.3656, -2.5144)  0.13
H (-2.8857, 6.2678, -3.0448)  0.13
H (-1.3747, 6.2220, -3.9649)  0.13
H (-2.8670, 8.7442, -3.1885)  0.11
H (-2.2776, 8.2245, -4.7868)  0.13
H (-0.9456, 9.7614, -2.6644)  0.12
H (0.0119, 9.0221, -3.9857)  0.13
H (0.0529, 8.5289, -1.3375)  0.13
H (0.8402, 7.4727, -2.3706)  0.13
H (-1.5436, 7.3554, 0.1473)  0.10
H (-2.9147, 6.5041, -0.5262)  0.11
H (-2.5232, 8.2933, -0.9978)  0.11
C (-6.5262, -4.1603, -3.4886)  -0.08
C (-6.6233, -2.6376, -3.8318)  -0.25
C (-5.2731, -1.9909, -3.9968)  -0.21
C (-4.6276, -2.0966, -5.4299)  -0.02
N (-3.4366, -0.9910, -5.5684)  -0.23
C (-2.5230, -1.4634, -6.7240)  -0.09
C (-1.5040, -2.4037, -6.1416)  -0.15
C (-1.4784, -2.1826, -4.6232)  -0.11
C (-2.4541, -0.9858, -4.3614)  -0.10
C (-4.0446, 0.3515, -5.8853)  0.01
H (-7.4800, -4.6468, -3.2845)  0.08
H (-6.0632, -4.2583, -2.5067)  0.08
H (-6.0170, -4.7570, -4.2455)  0.07
H (-6.9863, -2.1069, -2.9517)  0.11
H (-7.3170, -2.3716, -4.6294)  0.11
H (-4.6763, -2.6127, -3.3295)  0.11
H (-5.3862, -0.9557, -3.6750)  0.10
H (-5.3740, -1.9334, -6.2073)  0.13
H (-4.2181, -3.1061, -5.4669)  0.13
H (-2.0495, -0.5746, -7.1411)  0.13
H (-3.2658, -1.8779, -7.4056)  0.13
H (-0.5025, -2.3058, -6.5605)  0.12
H (-1.6638, -3.4545, -6.3835)  0.12
H (-0.4603, -1.9847, -4.2879)  0.12
H (-1.7901, -2.9654, -3.9316)  0.10
H (-2.0200, -0.0041, -4.1718)  0.10
H (-3.0344, -1.1183, -3.4483)  0.08
H (-3.2227, 1.0649, -5.8252)  0.10
H (-4.7751, 0.5855, -5.1109)  0.09
H (-4.5558, 0.3084, -6.8470)  0.11
C (-0.4697, -0.5162, -0.8175)  -0.31
O (-1.8050, -0.7593, -1.2094)  -0.36
H (-0.5099, -0.6971, 0.2566)  0.05
H (0.3760, -0.9912, -1.3148)  0.07
H (-0.2511, 0.5511, -0.7824)  0.02
C (6.5692, 5.6610, 5.0325)  -0.04
C (7.4794, 5.5904, 3.9867)  -0.04
C (7.2157, 4.7335, 2.9169)  -0.01
C (6.0653, 4.0043, 2.7731)  -0.09
C (5.1747, 4.0811, 3.8249)  -0.11
C (5.3950, 4.9210, 4.9241)  0.01
C (3.9714, 3.2435, 3.7752)  -0.19
O (3.1546, 3.0940, 4.7681)  0.05
C (3.6742, 2.4051, 2.5386)  -0.06
C (2.6982, 1.4052, 2.4949)  0.02
C (2.4555, 0.5799, 1.3646)  -0.03
C (3.4543, 0.6117, 0.3797)  -0.06
C (4.5626, 1.4615, 0.4793)  -0.02
C (4.6570, 2.3557, 1.5215)  -0.12
C (5.8069, 3.2525, 1.4861)  -0.24
O (6.6071, 3.4441, 0.5371)  0.08
H (6.7986, 6.3350, 5.8446)  0.11
H (8.4068, 6.1426, 4.0258)  0.11
H (7.9831, 4.6975, 2.1578)  0.12
H (4.5367, 5.0966, 5.5557)  0.12
H (1.9729, 1.3370, 3.2922)  0.10
H (1.5838, -0.0375, 1.2054)  0.08
H (3.3214, 0.0494, -0.5327)  0.10
H (5.2595, 1.4626, -0.3458)  0.13
C (0.5401, -1.9829, 2.9370)  -0.05
C (1.6823, -2.8092, 2.7327)  -0.06
C (2.6843, -2.7756, 3.6462)  -0.01
C (2.7509, -1.8333, 4.6612)  -0.07
C (1.6690, -0.9703, 4.8653)  -0.10
C (0.5555, -1.0943, 4.0429)  -0.01
C (1.7366, 0.1425, 5.8537)  -0.25
O (0.7981, 0.9767, 5.9246)  0.07
C (2.8914, 0.1336, 6.7880)  -0.08
C (2.8440, 1.0031, 7.9107)  0.01
C (3.8681, 1.0573, 8.8073)  -0.05
C (4.8915, 0.1418, 8.6289)  -0.08
C (4.9420, -0.7449, 7.6284)  0.00
C (3.9668, -0.7186, 6.5976)  -0.07
C (3.8929, -1.7879, 5.6004)  -0.26
O (4.8169, -2.6190, 5.5193)  0.09
H (-0.3824, -2.0883, 2.3854)  0.09
H (1.6402, -3.5499, 1.9479)  0.09
H (3.5047, -3.4635, 3.5041)  0.13
H (-0.3369, -0.5253, 4.2579)  0.12
H (2.1471, 1.8268, 7.8633)  0.12
H (4.0059, 1.8268, 9.5525)  0.12
H (5.7475, 0.4359, 9.2182)  0.12
H (5.7036, -1.5104, 7.6443)  0.13
C (-2.9400, -11.4159, 1.2492)  -0.04
C (-3.7893, -11.2114, 0.1981)  -0.09
C (-3.7529, -10.1147, -0.6201)  0.01
C (-2.8813, -9.0370, -0.3110)  -0.07
C (-2.0984, -9.1311, 0.8778)  -0.06
C (-2.0904, -10.3506, 1.5644)  0.00
C (-1.1835, -8.0387, 1.4086)  -0.26
O (-0.5617, -8.1218, 2.4393)  0.13
C (-1.2431, -6.7717, 0.5269)  -0.04
C (-0.6009, -5.5983, 0.9394)  0.00
C (-0.5838, -4.4485, 0.1961)  -0.08
C (-1.2371, -4.3874, -0.9749)  -0.08
C (-1.9352, -5.5010, -1.3992)  -0.01
C (-1.9758, -6.6938, -0.6841)  -0.07
C (-2.9114, -7.7895, -1.1205)  -0.28
O (-3.5768, -7.6420, -2.1333)  0.09
H (-3.0203, -12.3591, 1.7691)  0.12
H (-4.5383, -11.9598, -0.0150)  0.11
H (-4.3531, -10.0878, -1.5176)  0.12
H (-1.4054, -10.5394, 2.3778)  0.12
H (-0.0606, -5.6052, 1.8745)  0.12
H (-0.0693, -3.5454, 0.4897)  0.08
H (-1.3056, -3.4831, -1.5614)  0.08
H (-2.5416, -5.3490, -2.2799)  0.11

Values from the calculation:
LUMO in eV: -7.03
Frontier orbital gap in eV: 4.86
Molecular weight in g mol⁻¹: 1003.760
Net charge: +2

***

3.
This record from OMol25 describes C4H6N4 as an isolated structure. The level of theory is wB97M-V/def2-TZVPD.

Last column: Löwdin charge in e.
Atoms and positions in Å:
C (0.5163, -0.6550, -1.1600)  -0.17
C (-0.4289, -0.8463, -2.0699)  0.03
N (0.2941, -0.7212, 0.2283)  -0.24
N (1.3162, -0.3449, 1.0129)  0.05
H (1.1828, -0.7862, 1.9263)  0.09
H (1.5654, -0.5411, -1.3929)  0.11
H (-1.4672, -0.9622, -1.7983)  0.06
H (-0.1773, -0.8298, -3.1173)  0.05
C (-0.0614, 2.0211, 1.0928)  -0.08
N (-0.9859, 1.4879, 0.5630)  0.12
C (-1.0082, -0.6436, 0.7230)  -0.39
N (-1.9285, -1.1367, 1.2408)  0.15
H (0.1585, 2.9833, 1.5300)  0.09
H (1.0238, 0.9748, 1.2212)  0.12

Values from the calculation:
LUMO (spin up / spin down) in eV: -0.73 / -0.73
Frontier orbital gap (spin up / spin down) in eV: 8.02 / 8.02
Molecular weight in g mol⁻¹: 110.120
Relative energy (zero: lowest compared OMol25 entry of this formula, charge and spin) in kcal per mole: 136.5